<P>
184
Properties=species:S:1:pos:R:3:mulliken_charge:R:1 method="wB97M-V/def2-TZVPD" homo_ev=-8.2 orbital_gap_ev=8.74 smiles=COC[C@H](C)N.COC[C@H](C)N.COC[C@H](C)N.COC[C@H](C)N.COC[C@H](C)N.COC[C@H](C)N.COCCNCCOC.COCCNCCOC.COCCNCCOC.OCCO
C -3.0410 0.3054 -6.4048 -0.727
O -2.8527 1.3139 -5.4152 -0.353
C -1.4930 1.7055 -5.2075 0.001
C -1.1914 3.0762 -5.7938 0.662
C -1.6659 4.2568 -4.9600 -1.438
N -1.6420 3.2437 -7.2335 -0.814
H -3.1342 0.7640 -7.3912 0.305
H -3.9905 -0.1596 -6.1367 0.207
H -2.2519 -0.4457 -6.3705 0.343
H -1.3664 1.7451 -4.1203 -0.228
H -0.8047 0.9667 -5.6303 0.363
H -0.1068 3.1690 -5.9832 0.150
H -1.1298 4.3102 -4.0064 0.271
H -2.7316 4.1364 -4.7441 0.287
H -1.4586 5.2009 -5.4573 0.436
H -2.6544 3.0777 -7.2896 0.291
H -1.2672 2.4535 -7.7653 0.289
C 5.9966 -0.3983 -0.7389 -0.646
O 6.8029 0.7680 -0.9693 -0.388
C 6.7403 1.7245 0.0822 -0.040
C 7.3442 3.0386 -0.3590 0.309
C 7.2808 4.1058 0.7107 -0.923
N 6.6263 3.5725 -1.5549 -0.553
H 6.4084 -0.9369 0.1252 0.361
H 6.1803 -1.0252 -1.6160 0.316
H 4.9259 -0.1775 -0.6731 0.133
H 5.6840 1.8017 0.3888 -0.235
H 7.3581 1.3991 0.9461 0.465
H 8.3622 2.8852 -0.7221 0.333
H 7.5386 3.6838 1.6872 0.329
H 6.2854 4.5469 0.7637 0.038
H 7.9544 4.9268 0.4723 0.356
H 5.8428 4.1295 -1.2061 0.335
H 6.1271 2.7842 -1.9728 0.090
C -5.4395 -6.4949 -1.7368 -0.779
O -4.2495 -6.2198 -1.1208 -0.393
C -4.0849 -4.8547 -0.7453 -0.632
C -2.5992 -4.5649 -0.6675 1.084
C -2.4022 -3.3005 0.1292 -0.213
N -1.9302 -4.4308 -1.9628 -0.746
H -6.3381 -6.1935 -1.1683 0.288
H -5.5259 -7.5624 -1.9344 0.337
H -5.5917 -5.9966 -2.7139 0.298
H -4.5779 -4.2001 -1.4907 0.121
H -4.6099 -4.6201 0.1936 0.405
H -2.1883 -5.4567 -0.1876 -0.170
H -2.8191 -2.4655 -0.4421 0.290
H -1.3301 -3.0763 0.1299 -0.538
H -2.7273 -3.3452 1.1621 0.201
H -2.4237 -5.0005 -2.6473 0.306
H -1.9393 -3.4777 -2.3143 0.236
C 2.6943 5.0639 -2.0569 -0.836
O 3.5299 4.1926 -1.3795 -0.119
C 2.7870 3.3194 -0.5627 -0.485
C 2.4311 4.0512 0.7275 0.174
C 3.7276 4.4154 1.4490 -0.480
N 1.5168 3.2685 1.6560 -0.313
H 3.3094 5.7539 -2.6166 0.355
H 1.9999 5.5853 -1.3887 0.188
H 2.0375 4.4623 -2.7037 0.252
H 1.9096 2.9712 -1.1265 0.554
H 3.3218 2.3793 -0.3525 -0.194
H 1.8995 4.9597 0.4341 0.310
H 4.4053 3.5675 1.4994 -0.097
H 3.5583 4.9652 2.3713 -0.102
H 4.1939 5.1889 0.8169 0.539
H 2.1482 2.6228 2.1601 -0.476
H 1.4786 3.9550 2.4332 0.491
C 3.2057 0.3169 2.8350 -0.667
O 3.4354 1.4349 3.6158 0.161
C 3.8127 1.1484 4.9435 -1.365
C 4.1242 2.3822 5.7133 1.800
C 5.2561 3.2227 5.1472 -1.592
N 4.4444 2.0096 7.1007 -0.801
H 2.8969 0.6896 1.8590 -0.020
H 2.4214 -0.2842 3.3181 0.162
H 3.9928 -0.4239 2.6362 0.393
H 3.0846 0.5219 5.5078 0.316
H 4.6514 0.4220 4.9458 0.409
H 3.2576 3.0595 5.7435 -0.365
H 5.0610 3.4340 4.0916 0.095
H 6.2721 2.8388 5.2807 0.367
H 5.3378 4.2014 5.6423 0.426
H 4.5909 2.8383 7.6675 0.319
H 3.6304 1.5620 7.5241 0.284
C 3.1281 -1.0471 -5.1065 -0.695
O 3.8776 0.1237 -5.2269 -0.397
C 3.3781 1.2105 -4.4918 0.037
C 4.5036 2.2086 -4.4356 1.040
C 4.7971 2.8430 -5.7834 -1.800
N 5.7026 1.6630 -3.8014 -0.469
H 3.6548 -1.8647 -5.5970 0.269
H 2.1579 -0.9397 -5.5935 0.258
H 3.0655 -1.2599 -4.0386 0.254
H 2.4978 1.6432 -5.0014 0.274
H 3.0095 0.8467 -3.5223 -0.083
H 4.0579 3.0549 -3.8901 -0.180
H 5.0039 2.1212 -6.5805 0.327
H 5.5599 3.6071 -5.6951 0.466
H 3.8567 3.2866 -6.1400 0.336
H 5.5122 1.2060 -2.9113 -0.161
H 5.9294 0.8700 -4.4085 0.436
C -4.5548 0.0371 -1.0207 -0.602
O -4.7597 -1.0994 -1.8024 -0.103
C -5.3120 -0.8722 -3.0882 -0.100
C -6.7881 -0.4793 -2.9715 -1.112
N -7.5637 -1.4132 -2.1919 -0.330
C -7.7568 -2.7063 -2.8547 -0.150
C -8.6694 -3.5604 -2.0319 -0.670
O -9.9457 -3.0471 -1.9904 -0.323
C -10.9156 -4.0250 -2.1047 -0.762
H -4.0035 -0.3060 -0.1450 0.027
H -5.4641 0.5740 -0.7366 0.394
H -3.8974 0.7876 -1.4888 0.220
H -5.2761 -1.8685 -3.5430 0.288
H -4.7413 -0.2094 -3.7485 0.028
H -7.2356 -0.3247 -3.9556 0.446
H -6.7678 0.5057 -2.4945 0.395
H -7.0585 -1.5234 -1.3182 0.303
H -6.7668 -3.1819 -2.9013 0.106
H -8.1782 -2.5251 -3.8392 0.314
H -8.2453 -3.8759 -1.0711 0.260
H -8.6881 -4.5172 -2.5968 0.393
H -11.8637 -3.5023 -2.1467 0.268
H -10.8992 -4.7928 -1.3179 0.303
H -10.7654 -4.6194 -3.0228 0.328
C 3.1439 -3.7664 1.5856 -0.859
O 2.4130 -3.0602 2.5519 -0.385
C 1.0129 -3.2240 2.3929 0.521
C 0.5486 -4.5983 2.8670 -0.809
N -0.8710 -4.7566 2.6513 0.490
C -1.5725 -5.7788 3.4056 -0.648
C -2.9206 -6.0495 2.7808 -0.701
O -3.8109 -4.9763 2.9209 -0.121
C -4.6624 -5.1114 4.0295 -0.843
H 2.7843 -3.5716 0.5599 0.311
H 3.1355 -4.8492 1.7218 0.328
H 4.1553 -3.3612 1.6134 0.319
H 0.7893 -3.0446 1.3331 -0.090
H 0.4611 -2.4936 2.9920 -0.120
H 0.7682 -4.7327 3.9400 0.357
H 1.1219 -5.3841 2.3516 0.284
H -1.4062 -4.0436 2.2046 -0.296
H -1.5543 -5.4341 4.4626 0.331
H -1.0052 -6.7190 3.4787 0.445
H -3.4096 -6.9796 3.0875 0.551
H -2.7115 -6.2147 1.7209 0.072
H -5.5687 -4.5365 3.8346 0.243
H -4.1872 -4.7489 4.9473 0.242
H -4.9911 -6.1461 4.1811 0.349
C -2.0646 -1.4984 5.6717 -0.953
O -1.1979 -0.8121 4.8137 -0.189
C -1.9013 0.0464 3.9474 -1.306
C -0.9087 0.8364 3.0997 0.873
N -0.6814 2.2084 3.6074 -0.448
C 0.0769 2.2512 4.8278 0.212
C 0.3405 3.6668 5.2797 -1.120
O 1.3137 4.2590 4.4415 -0.076
C 1.6414 5.5865 4.8387 -0.948
H -1.5918 -2.4009 6.0638 0.265
H -2.9277 -1.9194 5.1264 0.327
H -2.4428 -0.8577 6.4743 0.325
H -2.4089 0.8132 4.5639 0.449
H -2.7025 -0.3867 3.3375 0.576
H -1.3130 0.9037 2.0903 0.286
H 0.0799 0.3423 3.1006 -0.608
H -0.1246 2.6867 2.9045 0.371
H 1.0420 1.7128 4.8474 -0.161
H -0.5159 1.7932 5.6301 0.376
H 0.7273 3.5672 6.3094 0.359
H -0.5662 4.2819 5.3121 0.475
H 0.7768 6.2403 4.6737 0.280
H 2.5048 5.9125 4.2666 0.255
H 1.9192 5.6127 5.9013 0.327
O -0.9090 -0.0737 -2.0327 -0.351
C -0.4618 -0.7035 -0.8243 -0.959
C 0.5505 0.1389 -0.1022 1.845
O 0.0609 1.4516 -0.0994 -0.689
H -1.3018 0.7568 -1.7286 0.194
H -1.3239 -0.7287 -0.1416 -0.085
H -0.1212 -1.7069 -1.0517 0.559
H 1.5901 0.0827 -0.4789 -0.062
H 0.6793 -0.2635 0.9209 -0.532
H 0.5995 1.9694 0.5308 0.230



<Q>
184
Properties=species:S:1:pos:R:3:mulliken_charge:R:1 method="wB97M-V/def2-TZVPD" homo_ev=-6.3 orbital_gap_ev=6.82
C -5.2262 -1.5610 -4.4606 -1.628
C -4.1918 -2.2927 -3.6495 0.431
C -2.9497 -1.5122 -3.4428 0.839
O -2.3923 -1.2019 -4.7041 -0.520
C -1.1209 -0.6052 -4.5922 -0.648
N -4.7255 -2.6912 -2.3515 -0.239
H -6.1964 -2.0448 -4.3783 0.416
H -4.9197 -1.5485 -5.5116 0.361
H -5.2655 -0.4924 -4.2296 0.295
H -3.8858 -3.1962 -4.2034 0.205
H -2.2194 -2.0421 -2.8125 -0.542
H -3.1594 -0.5557 -2.9263 0.020
H -1.1972 0.4283 -4.2087 0.208
H -0.6827 -0.5671 -5.5854 0.399
H -0.4878 -1.1522 -3.8793 0.209
H -4.0325 -3.1380 -1.7521 0.040
H -5.4560 -3.3789 -2.5017 0.306
C 3.4625 0.5149 -1.0889 0.160
C 2.9608 -0.4757 -2.1518 0.751
C 4.1393 -1.1066 -2.8382 -0.690
O 5.0779 -0.1243 -3.1648 -0.080
C 6.2576 -0.6484 -3.7133 -0.807
N 2.1134 -1.4845 -1.5315 -0.329
H 2.6363 0.9533 -0.5302 -0.521
H 4.0510 1.3163 -1.5372 0.176
H 4.1057 -0.0106 -0.3762 -0.161
H 2.3669 0.0601 -2.9035 -0.202
H 3.8845 -1.7784 -3.6674 0.456
H 4.5977 -1.7694 -2.0712 -0.031
H 6.0692 -1.3119 -4.5737 0.345
H 6.8255 -1.2300 -2.9745 0.237
H 6.8407 0.1834 -4.1060 0.217
H 1.3980 -1.0232 -0.9798 -0.467
H 2.6508 -2.0255 -0.8463 0.561
C -4.5434 -1.5142 0.7141 -0.405
C -5.9050 -1.5911 1.3986 0.240
C -5.7949 -1.5066 2.9007 -0.787
O -4.8359 -2.4323 3.3978 -0.461
C -5.4054 -3.6698 3.7277 -0.906
N -6.7992 -0.4877 0.9578 -0.792
H -4.6848 -1.5596 -0.3709 0.216
H -3.9584 -2.4000 0.9775 0.337
H -4.0112 -0.5888 0.9468 0.483
H -6.3506 -2.5407 1.0847 0.327
H -6.7584 -1.7082 3.3835 0.437
H -5.5101 -0.4982 3.2066 0.091
H -6.1885 -3.6002 4.4900 0.295
H -4.6081 -4.3295 4.0719 0.335
H -5.8466 -4.1642 2.8498 0.301
H -6.5558 -0.2782 -0.0075 0.444
H -6.5372 0.3504 1.4931 -0.092
C -1.0083 -1.0789 2.4465 -0.516
C -1.0144 -2.2980 3.3586 1.782
C 0.3149 -2.5129 4.0286 -1.253
O 1.2800 -2.8128 3.0537 0.182
C 2.5441 -3.0060 3.6122 -1.705
N -2.0770 -2.1914 4.3770 -0.788
H -0.3022 -1.2480 1.6257 -0.189
H -0.6207 -0.2109 2.9849 0.469
H -1.9763 -0.9442 1.9674 -0.726
H -1.2373 -3.1646 2.7101 0.279
H 0.2946 -3.2766 4.8168 0.325
H 0.6046 -1.5494 4.4898 0.269
H 2.9638 -2.0489 3.9698 0.396
H 3.2335 -3.4301 2.8880 0.302
H 2.5149 -3.6655 4.4936 0.631
H -2.9843 -2.2592 3.8962 0.270
H -2.0713 -3.0996 4.8545 0.452
C 2.8952 2.4051 2.3235 -1.490
C 1.5290 2.9388 1.9972 0.313
C 1.4265 3.5754 0.6330 0.981
O 2.3158 4.6647 0.5430 -0.511
C 2.1531 5.3579 -0.6667 0.208
N 0.5313 1.8736 2.0827 -0.405
H 3.0702 2.1329 3.3629 0.421
H 3.6491 3.1434 2.0263 0.395
H 3.1771 1.5488 1.6957 0.140
H 1.2524 3.6995 2.7431 0.401
H 0.3869 3.9034 0.4567 0.469
H 1.6346 2.8293 -0.1546 -1.216
H 2.7848 6.2434 -0.6284 0.186
H 1.1115 5.6625 -0.8343 0.302
H 2.4682 4.7450 -1.5215 -0.423
H 0.5740 1.3924 2.9724 0.331
H -0.4336 2.1643 1.9329 -0.005
C -0.9126 -5.1328 -3.0557 -1.493
C -0.6917 -5.3991 -1.5823 1.568
C -1.9023 -5.2203 -0.7099 -1.115
O -2.4259 -3.8965 -0.8133 -0.063
C -1.6878 -2.9421 -0.1235 -0.187
N -0.1405 -6.7647 -1.4186 -0.745
H -1.3091 -4.1361 -3.2657 0.040
H -1.6863 -5.7943 -3.4658 0.313
H 0.0231 -5.2593 -3.5960 0.496
H 0.0982 -4.6894 -1.2839 -0.282
H -1.7330 -5.4505 0.3501 0.314
H -2.7171 -5.8592 -1.0628 0.377
H -1.7081 -3.1186 0.9586 0.137
H -2.0478 -1.9523 -0.3826 -0.629
H -0.6310 -2.9154 -0.4246 0.478
H 0.1563 -6.9138 -0.4574 0.280
H 0.7110 -6.8583 -1.9622 0.315
C -2.3002 0.7973 -0.0476 1.193
C -0.9785 0.5613 -0.7290 -0.114
O -0.0355 -0.0662 0.0845 2.240
O -2.1889 1.7692 0.9738 -0.568
H -2.6154 -0.1483 0.4196 -2.287
H -3.0725 1.0490 -0.7862 0.739
H -0.6295 1.5546 -1.0602 -0.302
H -1.0978 -0.0366 -1.6300 -0.026
H 0.1861 0.5841 0.7921 -0.800
H -3.0927 2.1437 1.0427 0.221
C 10.6571 -4.5097 2.1271 -0.729
O 9.5455 -3.8909 1.5139 -0.300
C 9.1675 -2.7115 2.1763 -0.688
C 7.9562 -2.1754 1.4857 -0.462
N 6.8107 -3.0562 1.7523 -0.419
C 5.6346 -2.6804 0.9137 -0.239
C 4.3804 -3.2223 1.5516 -0.772
O 3.2828 -2.6528 0.8808 -0.028
C 2.0694 -2.8736 1.5884 -0.045
H 10.4584 -4.6164 3.1993 0.311
H 11.5710 -3.9308 1.9539 0.280
H 10.7746 -5.4902 1.6740 0.233
H 9.9933 -1.9890 2.1395 0.419
H 8.9009 -2.9452 3.2169 0.370
H 8.1404 -2.1777 0.3944 0.191
H 7.7250 -1.1503 1.7767 0.451
H 7.1130 -3.9634 1.4022 0.274
H 5.8533 -3.0197 -0.1028 0.506
H 5.5852 -1.5899 0.9710 0.071
H 4.3473 -2.9415 2.6101 0.190
H 4.3204 -4.3205 1.5199 0.189
H 1.8632 -3.9479 1.6778 0.570
H 1.2577 -2.3705 1.0663 -1.446
H 2.1273 -2.4510 2.6006 0.866
C -9.0748 4.2230 4.2572 -0.733
O -9.0153 3.1402 3.3555 -0.348
C -8.2069 2.0740 3.8009 -0.651
C -6.7107 2.3207 3.8607 -0.712
N -6.0539 2.1326 2.5770 0.247
C -6.5981 2.9087 1.5012 -0.825
C -5.6609 2.8867 0.3320 -0.156
O -4.3564 3.3227 0.6667 -0.297
C -4.2332 4.6840 1.0351 -0.799
H -8.1112 4.7231 4.3783 0.284
H -9.4842 3.8719 5.2121 0.337
H -9.7752 4.9520 3.8521 0.253
H -8.4186 1.2414 3.1231 0.305
H -8.5117 1.7011 4.7946 0.424
H -6.3199 1.5479 4.5300 0.441
H -6.4533 3.2854 4.3185 0.420
H -5.0618 2.3214 2.6699 -0.072
H -6.9297 3.9259 1.7859 0.426
H -7.5672 2.5210 1.1542 0.401
H -6.0363 3.4158 -0.5454 0.498
H -5.5151 1.8315 0.0882 -0.143
H -3.2130 4.8427 1.3835 0.249
H -4.9092 4.9176 1.8606 0.260
H -4.3830 5.3403 0.1728 0.311
C 3.7503 8.4748 -2.6886 -0.891
O 3.7176 7.1557 -3.1718 -0.157
C 4.8233 6.8710 -3.9979 -0.966
C 4.6688 5.4861 -4.5433 -0.200
N 5.0882 4.4997 -3.5504 -0.420
C 4.7158 3.1157 -3.8984 -0.888
C 3.2284 2.8597 -4.0169 -0.850
O 2.5690 3.1617 -2.8063 -0.043
C 1.1690 3.1314 -2.9755 -0.889
H 3.0261 8.5396 -1.8780 0.221
H 3.5572 9.2147 -3.4716 0.334
H 4.7272 8.6990 -2.2324 0.377
H 5.7808 6.9629 -3.4645 0.350
H 4.8572 7.6212 -4.8045 0.522
H 5.2116 5.3560 -5.4856 0.452
H 3.6128 5.3787 -4.8409 0.158
H 4.4886 4.7199 -2.7498 0.285
H 5.0477 2.4529 -3.0956 0.281
H 5.2187 2.8179 -4.8194 0.362
H 3.0696 1.7959 -4.2488 0.423
H 2.8258 3.4394 -4.8612 0.628
H 0.7994 4.0892 -3.3726 0.299
H 0.7055 3.0584 -1.9862 -0.032
H 0.8155 2.2859 -3.5732 0.526



Stability, highest: <P>